No. 1
The ion C9H15N2O4 with charge +1. Source: the Open Molecules 2025 dataset; level of theory: ωB97M-V/def2-TZVPD.

## Properties
Total charge: +1

Each line ends with the natural charge from an NBO analysis.
Cartesian coordinates (Å):
1 C -1.59635 1.80609 -1.35457  -0.06
2 C -0.30698 1.54611 -1.55604  -0.07
3 C -0.98314 0.27595 0.10647  0.06
4 C -0.64061 -2.35488 0.84075  0.47
5 C 0.72001 -2.17464 0.29051  -0.05
6 C 1.47486 -0.81309 0.77174  0.11
7 C 1.45122 0.26505 -0.30592  -0.09
8 C -3.38397 0.59178 0.03854  -0.38
9 C 2.15682 1.58542 0.18191  -0.07
10 N -2.03930 1.00249 -0.36279  -0.36
11 N 0.06852 0.58366 -0.68102  -0.38
12 O -0.97358 -2.30203 2.07674  -0.56
13 O 0.66507 -2.30522 -1.10891  -0.74
14 O 1.01376 -0.46844 2.04658  -0.72
15 O 2.30329 2.38456 -1.00975  -0.70
16 H -2.15552 2.51784 -1.85634  0.23
17 H 0.25662 2.09391 -2.30455  0.26
18 H -1.44125 -2.58622 -0.03136  0.27
19 H 1.42989 -3.11732 0.55412  0.25
20 H 2.40995 -1.26915 0.84950  0.21
21 H 1.78534 -0.28569 -1.22609  0.26
22 H -3.94991 0.06580 -0.71353  0.21
23 H -3.18233 0.02286 0.84506  0.22
24 H -3.90091 1.49556 0.09850  0.22
25 H 3.23318 1.20778 0.51502  0.18
26 H 1.65583 1.99367 0.98279  0.19
27 H -0.18249 -1.98598 2.66737  0.55
28 H 1.05195 -2.99075 -1.61129  0.52
29 H 0.28878 0.11421 1.90888  0.50
30 H 2.77125 3.10068 -0.65231  0.48

***

No. 2
A cluster of 9 separate species, C26H45N10O12 in total. Source: the Open Molecules 2025 dataset; level of theory: ωB97M-V/def2-TZVPD.

## Properties
Total charge: -1

Each line ends with the Mulliken charge.
Cartesian coordinates (Å):
1 C -29.46097 12.95746 6.32175  -1.80
2 C -29.29105 12.26898 4.94640  2.53
3 C -30.06818 13.07502 3.92318  0.34
4 O -27.97230 12.11870 4.57919  -1.09
5 H -29.28080 12.22715 7.10993  0.75
6 H -30.50254 13.28425 6.40485  -0.08
7 H -28.77725 13.79542 6.45433  0.38
8 H -29.74996 11.26150 5.06652  -0.77
9 H -31.12524 13.17938 4.21251  0.07
10 H -30.04109 12.76928 2.88220  -0.58
11 H -29.67929 14.09884 4.00427  -0.54
12 C -33.52447 9.46368 1.42048  -0.69
13 C -33.06054 8.54024 2.34523  -0.17
14 C -31.78549 8.60867 2.90478  -0.21
15 C -30.96304 9.64155 2.53087  0.52
16 C -31.44271 10.64235 1.73457  -0.83
17 C -32.69626 10.58237 1.16091  0.61
18 O -33.12277 11.59561 0.38316  -0.54
19 O -31.36946 7.55974 3.69298  -0.59
20 H -34.49113 9.43273 0.93635  0.29
21 H -33.71004 7.68664 2.50629  0.39
22 H -29.93205 9.68506 2.86759  0.18
23 H -30.82022 11.43547 1.33640  0.44
24 H -33.96572 11.50956 -0.05793  0.30
25 H -30.41824 7.43048 3.56891  0.35
26 C -28.92243 15.25522 1.32254  0.65
27 C -27.98099 14.26382 1.31295  -0.06
28 C -26.71008 14.50684 0.79623  0.40
29 C -26.40394 15.78901 0.35815  -0.70
30 C -27.37335 16.80390 0.37219  -0.98
31 C -28.65928 16.54341 0.82040  0.22
32 O -29.69666 17.39379 0.64421  -0.66
33 O -25.78672 13.49177 0.77062  -0.52
34 H -29.94094 15.09968 1.65822  0.18
35 H -28.13502 13.23612 1.62162  0.21
36 H -25.42121 15.91653 -0.08581  0.24
37 H -27.13449 17.77289 -0.04958  0.41
38 H -30.40315 17.24800 1.27810  0.31
39 H -25.08726 13.78626 0.17744  0.30
40 C -32.87228 16.08334 4.50807  -0.87
41 C -31.76134 16.45443 3.78078  0.31
42 C -30.90426 17.45720 4.22402  0.19
43 C -31.09308 18.08934 5.43346  -0.53
44 C -32.20155 17.69271 6.20206  -0.64
45 C -33.04649 16.70863 5.74036  0.85
46 O -34.16736 16.35075 6.45996  -0.54
47 O -29.73093 17.62746 3.53324  -0.42
48 H -33.55748 15.30003 4.21887  0.41
49 H -31.48210 15.85400 2.92440  -0.08
50 H -30.45643 18.87211 5.82357  0.38
51 H -32.34945 18.06733 7.20796  0.25
52 H -34.14078 16.67024 7.36500  0.28
53 H -29.07907 18.22601 3.89465  0.32
54 C -27.12681 7.92538 4.13655  0.67
55 O -28.25199 7.44940 3.94752  -0.64
56 N -26.00511 7.19499 3.83482  -0.43
57 N -26.87336 9.20631 4.48415  -0.02
58 H -26.03158 6.20078 3.72604  0.23
59 H -25.12089 7.66279 3.84638  0.13
60 H -27.68969 9.79659 4.33154  -0.21
61 H -25.97967 9.65138 4.43702  0.25
62 C -33.73135 11.64029 5.65051  0.54
63 O -34.81449 11.56432 5.08120  -0.71
64 N -33.44858 12.56324 6.62529  -0.38
65 N -32.69333 10.80622 5.32977  -0.08
66 H -32.56334 12.94014 6.89091  0.26
67 H -34.32619 13.03575 6.79728  0.22
68 H -32.75839 10.03024 4.69680  0.10
69 H -31.79900 10.87770 5.78563  0.02
70 C -27.94193 12.54143 11.24910  0.59
71 O -27.69455 13.40462 12.09474  -0.70
72 N -28.56666 12.72000 10.05939  -0.20
73 N -27.63102 11.22294 11.51334  -0.30
74 H -28.93218 13.59207 9.73607  0.13
75 H -28.55847 11.89450 9.48598  0.07
76 H -27.47554 11.01309 12.48068  0.21
77 H -27.95725 10.48403 10.91008  0.18
78 C -26.74905 16.15177 5.13589  0.51
79 O -26.52686 15.42164 4.17782  -0.49
80 N -25.77744 16.92180 5.70758  -0.42
81 N -28.01133 16.32116 5.68032  -0.42
82 H -26.11751 17.54509 6.41774  0.16
83 H -24.80822 16.70370 5.60424  0.25
84 H -28.29741 17.28376 5.61737  0.21
85 H -28.65677 15.61827 5.35108  0.25
86 C -27.79451 9.80335 7.96482  0.52
87 O -27.40140 9.43551 9.08296  -0.77
88 N -28.70214 9.14117 7.19921  -0.14
89 N -27.23389 10.84663 7.30995  -0.18
90 H -28.75652 9.35052 6.22025  -0.01
91 H -29.32620 8.49410 7.64016  0.18
92 H -26.67016 11.49223 7.83509  0.30
93 H -27.69392 11.25991 6.49744  -0.04

***

No. 3
A cluster of 9 separate species, C6H30N12O9 in total. Source: the Open Molecules 2025 dataset; level of theory: ωB97M-V/def2-TZVPD.

## Properties
SMILES: NC(N)=O.NC(N)=O.NC(N)=O.NC(N)=O.NC(N)=O.NC(N)=O.O.O.O
Total charge: 0

Each line ends with the natural charge from an NBO analysis.
Cartesian coordinates (Å):
1 N 2.04805 1.07377 -4.58206  -0.80
2 C 0.76679 1.03454 -4.68375  0.74
3 N 0.08946 2.04223 -4.20989  -0.84
4 O 0.21889 0.05040 -5.20241  -0.68
5 H 2.39069 2.00033 -4.37187  0.37
6 H 2.49503 0.49341 -5.27740  0.43
7 H 0.59765 2.81323 -3.80075  0.38
8 H -0.89374 2.09523 -4.43487  0.43
9 N -0.20048 -3.93095 3.61852  -0.84
10 C -0.66137 -3.59073 2.43189  0.75
11 N -0.26653 -2.33051 2.22803  -0.89
12 O -1.27041 -4.24894 1.60994  -0.64
13 H 0.35230 -3.20622 4.05361  0.37
14 H -0.48926 -4.75740 4.12219  0.41
15 H 0.28563 -1.78537 2.87459  0.40
16 H -0.67367 -1.95445 1.38368  0.41
17 N 1.87974 -2.92568 -1.52344  -0.83
18 C 1.26526 -2.76968 -2.65569  0.75
19 N 1.22005 -1.46542 -2.86363  -0.87
20 O 0.83619 -3.61265 -3.42409  -0.67
21 H 2.11557 -3.82845 -1.13678  0.39
22 H 1.83586 -2.17791 -0.84594  0.39
23 H 0.81054 -1.12824 -3.72312  0.42
24 H 1.50773 -0.86378 -2.10510  0.39
25 N -1.40934 3.73031 2.04414  -0.83
26 C -2.47542 2.97811 2.07602  0.77
27 N -3.58735 3.63078 1.97951  -0.80
28 O -2.29331 1.79381 2.12428  -0.73
29 H -1.47047 4.66766 1.67301  0.38
30 H -0.50109 3.35341 2.27466  0.42
31 H -3.42637 4.62708 1.93995  0.39
32 H -4.50925 3.22674 1.89605  0.43
33 N -3.38475 -0.23353 0.00646  -0.81
34 C -3.79388 -1.25893 0.60090  0.74
35 N -3.35355 -1.20871 1.83061  -0.84
36 O -4.49964 -2.10865 0.08931  -0.67
37 H -2.76325 0.40484 0.48221  0.37
38 H -3.55020 -0.05470 -0.97371  0.40
39 H -3.48530 -2.01595 2.42315  0.41
40 H -2.84175 -0.37367 2.07732  0.39
41 N -0.11462 1.35000 -0.73453  -0.82
42 C 0.69446 0.81225 0.12934  0.76
43 N 0.26857 0.74134 1.35212  -0.86
44 O 1.77292 0.36944 -0.24870  -0.75
45 H 0.15265 1.47635 -1.70029  0.42
46 H -0.94799 1.77596 -0.35486  0.38
47 H 0.85755 0.25987 2.01650  0.43
48 H -0.62423 1.16869 1.55306  0.41
49 O 4.19618 1.31180 -1.96972  -0.92
50 H 4.25426 1.57793 -2.88734  0.44
51 H 3.25684 1.27608 -1.78919  0.48
52 O 1.28065 -0.64278 3.53621  -0.94
53 H 2.17672 -0.90597 3.74601  0.50
54 H 1.01738 -0.08364 4.26715  0.49
55 O 4.43567 0.41043 0.66229  -0.93
56 H 4.89860 0.51236 1.49388  0.45
57 H 3.50914 0.40435 0.90257  0.48

***

Number 1: E_tot -20735.2589 eV. Number 2: E_tot -67167.7759 eV. Number 3: E_tot -43020.5923 eV.